[1]
Computed, not measured: 2 unconnected molecules or ions with the total composition C5H9NO3 in a non-equilibrium geometry, with ωB97M-V/def2-TZVPD.

**SMILES string**: CC(=O)C(C)=O.NC=O
**Total charge**: 0

Bonds (Å) are listed after each position.
Positions of all 18 atoms, in Å:
1 C 1.068 -2.183 0.014  N6 1.343, O7 1.226, H10 1.104
2 C -0.830 0.314 1.723  C4 1.499, H13 1.088, H14 1.087, H15 1.089
3 C 0.174 2.196 -1.414  C5 1.496, H16 1.089, H17 1.090, H18 1.088
4 C 0.268 0.832 0.842  C2 1.499, C5 1.634, O8 1.204
5 C -0.236 0.942 -0.709  C3 1.496, C4 1.634, O9 1.208
6 N -0.088 -2.527 -0.577  C1 1.343, H11 1.009, H12 1.008
7 O 1.395 -2.620 1.112  C1 1.226
8 O 1.168 1.552 1.193  C4 1.204
9 O -0.967 0.113 -1.196  C5 1.208
10 H 1.694 -1.450 -0.523  C1 1.104
11 H -0.480 -1.942 -1.300  N6 1.009
12 H -0.647 -3.280 -0.209  N6 1.008
13 H -1.795 0.764 1.498  C2 1.088
14 H -0.584 0.493 2.767  C2 1.087
15 H -0.934 -0.749 1.508  C2 1.089
16 H 1.197 2.460 -1.151  C3 1.089
17 H -0.479 3.007 -1.088  C3 1.090
18 H 0.078 2.079 -2.491  C3 1.088

=====

[2]
Computed, not measured: C2H5ISi in the gas phase in a non-equilibrium geometry, with ωB97M-V/def2-TZVPD.

**SMILES string**: I[SiH]1CC1
**Total charge**: 0

Bonds (Å) are listed after each position.
Positions of all 9 atoms, in Å:
1 C 0.624 -0.237 -0.789  C2 1.560, Si3 1.842, H5 1.158, H6 1.049
2 C 0.597 -0.460 0.755  C1 1.560, Si3 1.885, H7 1.153, H8 1.115
3 Si -0.741 0.668 0.054  C1 1.842, C2 1.885, I4 2.489, H9 1.399
4 I -3.113 -0.053 -0.163  Si3 2.489
5 H 1.448 0.389 -1.309  C1 1.158
6 H 0.257 -0.980 -1.433  C1 1.049
7 H 0.422 -1.533 1.141  C2 1.153
8 H 1.347 0.227 1.211  C2 1.115
9 H -0.842 1.978 0.534  Si3 1.399

=====

Respective energy above the lowest of the compared OMol25 structures with the same formula, charge and spin values: 161.8 33.2 kJ/mol.